Formula: C10H36N10O8
Source: the Open Molecules 2025 dataset
Level of theory: wB97M-V/def2-TZVPD

Atoms and positions in Å:
H1 2.402 1.895 1.052
N1 1.485 0.996 -1.742
H2 -2.105 1.607 -1.552
H3 3.491 1.892 -0.455
H4 -1.352 1.566 0.916
H5 -2.624 -0.530 2.421
O1 1.323 -1.853 0.508
N2 -2.450 0.648 -1.690
N3 -3.968 -0.421 0.403
H6 -2.513 2.632 4.039
N4 -0.902 0.563 -3.263
O2 0.303 1.141 0.270
H7 3.932 2.039 2.732
N5 3.913 -0.701 -0.075
N6 2.983 1.613 2.764
H8 -4.264 -1.333 0.159
H9 0.413 -2.178 -1.445
H10 -3.660 1.683 1.269
H11 -1.126 -0.715 3.219
H12 2.189 2.202 2.925
C1 -1.772 -0.081 -2.541
H13 3.209 -0.007 0.002
N7 1.624 0.092 2.558
O3 -6.250 0.155 0.347
H14 0.501 0.865 -2.114
C2 1.442 1.299 -0.500
H15 -3.233 0.191 -1.117
C3 -2.651 1.540 3.920
H16 -0.104 -3.137 -0.234
C4 2.849 0.341 2.759
H17 -1.073 -0.368 1.432
N8 2.557 1.751 0.035
O4 0.068 -3.069 -4.334
H18 -0.646 -1.467 -0.333
H19 1.552 -0.859 2.366
H20 0.815 0.649 2.302
H21 -0.706 -2.693 -3.881
O5 5.303 -2.126 -1.399
H22 1.864 -2.109 -4.761
N9 3.303 -1.027 -2.139
C5 -1.621 -0.146 2.396
H23 1.142 -1.556 -3.444
H24 -0.970 1.564 -3.314
C6 0.191 -2.112 -0.347
O6 -1.930 1.825 1.615
C7 -4.921 0.475 0.603
H25 2.230 1.232 -2.532
H26 -0.586 0.150 -4.115
O7 3.887 -0.578 2.823
H27 -0.647 1.495 2.945
H28 3.422 -1.316 -3.118
H29 2.032 -1.621 -0.101
H30 4.418 -0.951 0.759
C8 -1.703 1.269 2.738
H31 -3.044 -0.246 0.814
H32 -5.324 2.398 0.993
H33 2.498 -0.305 -1.995
H34 1.963 -3.039 -3.208
H35 -3.654 1.436 3.769
N10 -4.625 1.636 0.988
C9 1.303 -2.481 -3.873
O8 -2.015 -1.497 -2.695
C10 4.167 -1.357 -1.221
H36 -2.309 1.011 4.728

For the largest force on an atom, the calculation gives 11.55 eV/Å. As for the multiplicity: 1. Its gap between HOMO and LUMO is 8.26 eV. Its lowest unoccupied orbital energy is -0.0314 Eh. As for the total energy: -1551.93783 Ha. As for the energy above the lowest of the compared OMol25 structures with the same formula, charge and spin: 209.7 kcal per mole. Its structure (SMILES) is NC(N)=O.NC(N)=O.NC(N)=O.NC(N)=O.NC(N)=O.CC(C)O.CO.CO.

Mulliken population analysis, charges in e, atoms 1 to 5:
1 H 0.22
2 N -0.43
3 H 0.18
4 H 0.33
5 H 0.49